1.
# C51H48AsNO5RhS

C51H48AsNO5RhS as an isolated structure (wB97M-V/def2-TZVPD, the OMol25 dataset).

Each line ends with the Mulliken spin population.
Positions of all 108 atoms, in Å:
Rh  0.208  -0.978  -0.501  2.27
O  -0.902  -2.676  0.889  0.00
C  0.094  -3.747  0.777  -0.01
C  1.434  -3.130  0.901  0.24
C  2.399  -3.799  1.628  -0.15
C  3.604  -3.143  1.935  0.54
C  3.775  -1.829  1.458  -0.09
C  2.794  -1.255  0.696  0.27
N  1.635  -1.888  0.415  0.32
H  -1.710  -2.960  0.425  0.00
H  0.001  -4.314  -0.191  0.02
H  -0.083  -4.465  1.561  0.01
H  2.227  -4.811  2.022  -0.02
H  4.401  -3.696  2.444  0.06
H  4.665  -1.277  1.744  0.00
H  2.875  -0.246  0.282  0.03
C  -0.830  4.668  1.222  -0.03
C  0.451  4.132  1.057  0.04
C  0.673  3.177  0.099  -0.01
C  -0.378  2.705  -0.723  0.05
C  -0.190  1.582  -1.638  -0.08
C  -1.168  1.374  -2.638  0.12
C  -2.383  2.053  -2.572  -0.06
C  -2.584  3.097  -1.688  0.15
C  -1.630  3.405  -0.707  -0.07
C  -1.812  4.361  0.302  0.02
H  -0.993  5.389  2.029  0.00
H  1.308  4.448  1.671  0.00
H  1.688  2.801  -0.008  -0.01
H  -0.988  0.606  -3.397  0.02
H  -3.183  1.736  -3.257  0.00
H  -3.497  3.681  -1.789  0.01
H  -2.767  4.867  0.341  0.00
O  0.110  0.135  1.387  -0.04
As  -0.638  -0.021  2.948  0.00
C  0.754  0.503  4.160  -0.03
C  1.868  1.195  3.664  0.02
C  2.912  1.553  4.532  -0.01
C  2.802  1.259  5.882  0.00
C  1.692  0.581  6.379  0.00
C  0.693  0.189  5.519  0.01
C  -1.190  -1.770  3.702  0.01
C  -2.546  -2.052  3.944  0.00
C  -2.909  -3.319  4.408  0.00
C  -1.920  -4.266  4.669  0.00
C  -0.586  -3.930  4.542  0.00
C  -0.201  -2.656  4.084  -0.04
C  -2.166  1.117  3.216  0.03
C  -2.490  1.631  4.473  0.00
C  -3.529  2.581  4.572  0.00
C  -4.320  2.889  3.473  0.00
C  -4.042  2.300  2.242  0.00
C  -2.967  1.418  2.105  -0.01
H  1.835  1.503  2.616  0.03
H  3.778  2.088  4.124  0.00
H  3.610  1.523  6.560  0.00
H  1.600  0.385  7.454  0.00
H  -0.106  -0.407  5.920  0.00
H  -3.344  -1.344  3.781  0.00
H  -3.958  -3.534  4.540  0.00
H  -2.183  -5.293  4.971  0.00
H  0.212  -4.633  4.774  0.00
H  0.853  -2.428  3.894  0.04
H  -1.977  1.260  5.362  0.00
H  -3.719  2.960  5.577  0.00
H  -5.134  3.603  3.521  0.00
H  -4.614  2.555  1.362  0.00
H  -2.733  0.978  1.132  0.00
C  -3.869  -1.085  -7.697  0.00
C  -3.335  -1.498  -6.372  0.00
C  -4.127  -1.464  -5.249  0.00
C  -3.619  -1.698  -3.987  0.00
C  -2.279  -2.009  -3.866  0.01
C  -1.425  -2.017  -4.937  0.00
C  -1.986  -1.819  -6.191  0.00
S  -1.743  -2.237  -2.188  0.03
O  -1.946  -3.628  -1.813  0.00
O  -2.469  -1.265  -1.336  0.02
O  -0.260  -1.919  -2.206  0.08
H  -4.823  -0.574  -7.578  0.00
H  -4.067  -1.963  -8.360  0.00
H  -3.159  -0.404  -8.242  0.00
H  -5.200  -1.315  -5.349  0.00
H  -4.210  -1.622  -3.087  0.00
H  -0.356  -2.149  -4.824  0.00
H  -1.355  -1.939  -7.073  0.00
C  1.611  1.343  -3.932  0.03
C  2.068  0.605  -2.676  0.00
C  2.262  -0.845  -3.149  0.02
C  1.038  0.771  -1.500  0.19
C  3.457  1.218  -2.338  0.03
C  4.462  0.364  -1.884  0.03
C  5.804  0.729  -1.813  0.00
C  6.205  1.916  -2.385  0.00
C  5.235  2.842  -2.733  0.00
C  3.872  2.529  -2.661  -0.01
H  0.748  0.845  -4.411  -0.01
H  2.446  1.338  -4.672  0.00
H  1.335  2.398  -3.740  -0.01
H  1.299  -1.264  -3.450  0.00
H  2.694  -1.513  -2.402  -0.01
H  2.934  -0.818  -4.025  0.00
H  1.546  1.052  -0.591  -0.05
H  4.206  -0.659  -1.610  -0.03
H  6.517  0.094  -1.286  0.00
H  7.247  2.133  -2.571  0.00
H  5.507  3.797  -3.197  0.00
H  3.158  3.307  -2.890  0.00

Cartesian forces (eV/Å) of the 6 atoms listed first:
-1.2 3.0 0.1
0.0 -1.1 -0.3
-0.9 0.1 -1.4
0.9 -1.9 1.9
-0.6 0.2 -0.1
0.9 -1.0 0.5

As for the frontier orbital gap (spin up / spin down): 3.6 / 6.3 eV. Its spin multiplicity is 5. The calculation puts the energy above the lowest of the compared OMol25 structures with the same formula, charge and spin at 0.000 eV. For the LUMO energy (spin up / spin down), the calculation gives 2.3 / 2.3 eV. Its total charge is -1. The expectation value of S² is 6.049.


2.
# ClF2NS

A 2-piece molecular cluster, ClF2NS overall (wB97M-V/def2-TZVPD, the OMol25 dataset).

Each line ends with the Mulliken charge.
Positions of all 5 atoms, in Å:
N  -1.730  0.267  -0.799  -0.18
F  1.120  0.677  0.381  -0.20
F  1.625  -1.303  1.319  -0.25
S  0.217  -0.553  0.879  0.45
Cl  -1.223  1.370  -1.795  0.18

Force components x, y, z for each atom (eV/Å):
-0.1 -0.2 0.3
-0.9 0.5 -0.3
-1.4 -0.2 0.1
2.3 -0.4 0.1
0.1 0.3 -0.3

As for the frontier orbital gap (spin up / spin down): 7.9 / 7.7 eV. The calculation puts the energy above the lowest of the compared OMol25 structures with the same formula, charge and spin at 2.199 eV. For the LUMO energy (spin up / spin down), the calculation gives -1.6 / -1.9 eV.